Below is a structure of composition C7H13N3, with properties calculated with ωB97M-V/def2-TZVPD.

Geometry as XYZ:
```
23
Properties=species:S:1:pos:R:3:forces:R:3
C 0.94998 -0.33847 -1.19896 -5.535 -2.468 -1.742
C -0.12374 0.06035 -0.47392 2.860 2.567 1.972
C 2.16450 -0.19130 -0.58678 3.018 -0.325 0.216
C 0.83604 0.96627 0.90249 -0.080 -2.951 -4.443
C -2.06941 -1.39880 -0.96766 0.971 0.063 -1.648
C -2.25365 0.42423 0.79644 0.257 2.219 0.491
C -1.58059 0.07301 -0.53789 -0.128 -2.410 1.012
N 2.10311 0.55518 0.51802 0.687 2.739 4.068
N 3.30704 -0.69904 -0.94938 -2.362 -2.346 -3.868
N 0.55956 1.72284 1.86714 -0.329 1.169 3.352
H 0.61087 -1.06853 -2.01368 1.404 1.202 0.795
H -1.28745 -2.18724 -1.25127 -0.796 1.521 0.204
H -2.82410 -1.34897 -1.76865 0.529 0.145 0.131
H -2.57004 -1.82985 -0.15503 -0.660 -0.507 1.401
H -1.93293 -0.14752 1.63829 0.563 -0.987 0.358
H -3.34196 0.17889 0.72220 0.785 1.105 0.029
H -1.93299 1.53198 1.14023 -1.687 -2.097 -1.173
H -1.87427 0.81333 -1.24467 -0.184 0.543 -0.954
H 2.96025 0.86410 1.08951 -1.561 -0.785 -1.336
H 3.32928 -1.37099 -1.81563 0.017 1.826 2.135
H 4.15797 -0.55069 -0.51428 1.946 0.408 1.237
H -0.41678 1.96336 2.14928 0.885 -0.404 -0.730
H 1.22931 1.97787 2.65420 -0.601 -0.226 -1.506
```
Positions in Å, forces in eV/Å.

The calculation puts the HOMO-LUMO gap at 9.090 eV. As for the net charge: +2. As for the spin multiplicity: 1. As for the lowest unoccupied orbital energy: -9.68 eV. The relative energy (zero: lowest compared OMol25 entry of this formula, charge and spin) is 57.7 kcal per mole. Its molecular weight is 139.20 g/mol.

Below is the ion C8H8FN2O with charge +1, with properties calculated with ωB97M-V/def2-TZVPD.

Geometry as XYZ:
```
20
Properties=species:S:1:pos:R:3:forces:R:3
C -2.54208 1.50148 -0.24094 1.844 -2.367 0.844
C -1.22091 1.81173 0.09585 -1.854 0.011 -0.753
C -2.95895 0.18308 -0.29698 1.615 -1.252 0.163
C -0.39084 0.73745 0.31689 0.797 -0.639 -0.469
C -2.09304 -0.91182 -0.09367 2.893 3.801 0.536
C -0.73426 -0.61597 0.17566 -0.356 1.916 -0.084
C 3.19752 0.12222 -0.09291 4.485 3.645 -1.615
C 0.35412 -1.72665 0.39786 -4.382 -0.909 0.681
N 2.08322 -0.34624 0.53581 -1.305 -1.798 0.174
N 4.06040 -0.47148 -0.80556 -3.849 -0.916 1.942
O 1.59770 -1.33998 -0.06683 1.423 1.409 0.166
F 3.29052 1.49744 0.27340 -0.335 -2.855 -0.554
H -3.18750 2.27679 -0.34718 -2.032 2.005 -0.611
H -1.04880 2.89507 0.07075 0.939 -0.732 0.455
H -3.90872 -0.13220 -0.57527 -1.903 0.121 -0.306
H 0.63056 0.99387 0.52667 0.736 0.202 0.352
H -2.29481 -1.89726 -0.04209 -1.654 -3.059 -0.374
H 0.22781 -1.95061 1.48783 1.155 0.030 -0.767
H 0.03525 -2.57712 -0.22900 0.620 0.214 0.478
H 4.90283 -0.04979 -1.09029 1.162 1.176 -0.258
```
Positions in Å, forces in eV/Å.

The calculation puts the HOMO-LUMO gap (spin up / spin down) at 4.870 / 4.868 eV. As for the net charge: +1. As for the spin multiplicity: 1. As for the lowest unoccupied orbital energy (spin up / spin down): -8.46 / -8.47 eV. The relative energy (zero: lowest compared OMol25 entry of this formula, charge and spin) is 69.9 kcal per mole. Its molecular weight is 167.16 g/mol.

Below is an isolated molecule of C4H7N3, with properties calculated with ωB97M-V/def2-TZVPD.

Geometry as XYZ:
```
14
Properties=species:S:1:pos:R:3:forces:R:3
H -2.08431 0.53100 2.33022 0.018 0.000 -0.093
N -1.70444 0.42180 1.39382 0.301 -0.095 0.150
C -0.48682 0.03710 1.44109 -0.192 0.039 -0.144
C 0.24192 -0.16871 2.69636 0.452 -0.099 0.963
N 0.78241 -0.30571 3.71009 -0.515 0.127 -1.026
N 0.24305 -0.24734 0.32746 0.098 0.052 0.116
C -0.29508 0.01988 -0.99511 -0.116 0.016 -0.127
C 0.59758 -0.58870 -2.06531 0.046 -0.011 -0.056
H 1.24476 -0.30959 0.42834 -0.116 -0.025 0.009
H -1.30118 -0.40796 -1.03518 0.135 0.062 0.004
H -0.40831 1.10203 -1.14918 0.004 -0.140 0.032
H 0.67845 -1.67332 -1.94454 -0.020 0.140 0.010
H 1.60738 -0.16251 -2.03977 -0.130 -0.046 0.031
H 0.18509 -0.38730 -3.05745 0.037 -0.019 0.131
```
Positions in Å, forces in eV/Å.

The calculation puts the HOMO-LUMO gap at 10.502 eV. The structure (SMILES) is [H]/N=C(\C#N)NCC. As for the net charge: 0. As for the spin multiplicity: 1. As for the lowest unoccupied orbital energy: 0.79 eV. The relative energy (zero: lowest compared OMol25 entry of this formula, charge and spin) is 9.2 kcal per mole. Its molecular weight is 97.12 g/mol.

Below is a cluster of 2 separate species, C12H9F4O5 in total, with properties calculated with ωB97M-V/def2-TZVPD.

Geometry as XYZ:
```
30
Properties=species:S:1:pos:R:3:forces:R:3
F -0.83547 -2.18898 2.53324 0.121 0.748 -0.119
C -0.61506 -0.87385 2.63101 1.259 -0.536 -0.783
C 0.56637 -0.31435 2.28198 -0.347 -1.765 0.097
F 1.57155 -1.06688 1.81010 -0.638 0.596 0.388
C 0.85107 1.09721 2.54288 2.401 1.031 -1.667
O 1.89673 1.63782 2.14690 -2.024 -1.086 1.426
C -0.19217 1.82944 3.25809 -1.335 0.648 0.939
F 0.10452 3.07923 3.66452 -0.159 -0.741 -0.366
C -1.40209 1.28825 3.51283 0.585 1.626 0.290
F -2.35110 1.97756 4.16983 0.531 -0.353 -0.464
C -1.74043 -0.07335 3.11109 -2.062 -1.346 0.249
O -2.86705 -0.55535 3.25360 1.851 0.967 -0.108
C 0.48951 -2.60889 -4.44837 -0.029 0.032 -0.194
C 0.17923 -2.42605 -2.98698 0.174 0.273 0.232
O 0.56007 -1.08709 -2.59690 -0.528 -1.415 -0.141
C 0.14437 -0.80008 -1.31090 0.564 1.138 1.132
C 0.64354 0.51092 -0.92101 -0.199 -0.058 -0.355
C -0.18971 1.45487 -0.28942 1.163 -1.676 -0.246
C 0.36531 2.85663 -0.26076 -0.148 0.647 0.171
O -1.25577 1.13934 0.26358 -1.058 0.820 0.676
O -0.51840 -1.58553 -0.64922 0.094 0.145 -0.661
H 0.31867 -3.65123 -4.71981 -0.002 -0.075 -0.051
H -0.18467 -1.99632 -5.05621 0.267 0.026 -0.004
H 1.53352 -2.36779 -4.67070 -0.165 0.072 -0.025
H -0.89462 -2.57759 -2.80380 0.365 0.031 0.090
H 0.74363 -3.14511 -2.37303 -0.244 0.139 -0.089
H 1.57381 0.84954 -1.37410 -0.334 -0.059 -0.233
H 0.80526 3.10291 -1.23431 -0.024 0.097 0.296
H -0.43001 3.56207 -0.00918 -0.004 0.022 -0.117
H 1.12940 2.93267 0.52508 -0.077 0.053 -0.361
```
Positions in Å, forces in eV/Å.

The calculation puts the HOMO-LUMO gap at 4.414 eV. As for the net charge: -1. As for the spin multiplicity: 1. As for the lowest unoccupied orbital energy: 0.92 eV. Its molecular weight is 309.19 g/mol.